23
Properties=species:S:1:pos:R:3:forces:R:3 method="wB97M-V/def2-TZVPD" e_above_lowest_kcal_mol=119.0 energy_ha=-421.61066 total_charge=0 lumo_energy_ev=0.85 homo_lumo_gap_ev=9.73 largest_force_ha_per_bohr=0.068
C 2.784011 0.081331 -0.857188 1.225 0.977 -0.419
C 1.638288 -0.204293 0.129268 0.473 1.877 -1.160
C 0.751540 -1.398368 0.045355 0.242 1.018 -0.856
C -0.491463 -1.252717 0.946002 3.047 0.102 1.734
N -1.569945 -0.594224 0.381435 -1.002 1.828 -1.566
C -1.859856 0.830670 0.717067 0.540 -0.711 0.844
C -1.445786 1.919971 -0.297672 -1.373 -0.441 -2.676
N -2.063370 -1.401043 -0.572416 0.725 -0.717 0.868
O -2.862732 -1.011780 -1.357158 -1.225 1.428 -0.590
H 3.261490 0.985446 -0.397939 -0.575 -0.154 -0.875
H 2.335866 0.303804 -1.849302 0.279 0.248 0.596
H 3.716909 -0.448364 -1.121713 -0.776 -1.148 0.708
H 1.926824 -0.136230 1.139331 0.954 0.177 1.367
H 1.191201 0.791033 -0.072065 -1.012 -0.763 0.485
H 0.533690 -1.547400 -1.047703 -0.281 -0.517 1.189
H 1.392362 -2.154598 0.472799 -0.184 -0.981 -0.294
H -0.841930 -2.218456 1.042371 -0.464 -2.258 0.898
H -0.217040 -0.832171 1.994495 -0.432 -0.673 -1.808
H -2.960157 0.725716 0.981237 1.336 1.191 -0.054
H -1.099998 0.989261 1.599993 -2.298 -0.219 -1.107
H -2.120198 2.819132 -0.283601 0.861 -0.691 0.604
H -1.618394 1.583956 -1.415414 0.519 0.269 2.187
H -0.381310 2.169334 -0.177179 -0.577 0.156 -0.077

***

20
Properties=species:S:1:pos:R:3:forces:R:3 method="wB97M-V/def2-TZVPD" e_above_lowest_kcal_mol=57.7 energy_ha=-344.67490 total_charge=+1 lumo_energy_ev=-3.28 homo_lumo_gap_ev=8.44 largest_force_ha_per_bohr=0.053
C -1.141405 0.750230 -0.097025 0.467 -1.490 -0.628
C -1.083192 -0.641573 -0.802101 0.585 0.338 1.087
C 0.275948 -1.306702 -0.599270 0.342 -2.187 -0.759
C 0.495377 -2.103920 0.459641 -0.196 0.522 0.549
N 1.144738 -1.500407 -1.698355 -1.402 0.833 0.572
N 0.186999 1.470223 -0.358731 -2.068 1.362 -1.131
H -1.180052 0.465118 0.947276 -0.051 0.801 0.217
H -1.971492 1.356916 -0.443995 0.036 0.150 0.269
H -1.420618 -0.698501 -1.832509 0.192 0.365 -0.214
H -1.722904 -1.313942 -0.233722 -0.457 0.345 -0.206
H 1.142532 -2.971911 0.428708 0.526 0.464 -0.035
H 0.009982 -1.930013 1.411069 -0.467 -0.190 -0.148
H 2.082927 -1.664982 -1.426783 0.765 -0.122 -0.203
H 0.983308 -1.020322 -2.557860 0.049 0.040 -0.388
H 0.548170 1.016107 -1.196101 1.356 -0.411 0.730
H 0.712617 1.679704 0.501097 0.517 -0.921 0.042
H -0.006253 2.404449 -0.738777 -0.241 0.033 0.299
H 0.811520 1.612846 3.190123 0.250 -0.039 -0.640
H -0.314623 2.437677 2.692633 -0.288 0.328 -0.201
O 0.446421 1.959002 2.354682 0.086 -0.220 0.786

***

42
Properties=species:S:1:pos:R:3:forces:R:3 method="wB97M-V/def2-TZVPD" energy_ha=-605.96775 total_charge=-1 lumo_energy_ev=2.76 homo_lumo_gap_ev=6.98 largest_force_ha_per_bohr=0.025
C -3.315937 0.131570 -6.072547 0.004 0.036 -0.019
O -2.258435 0.554856 -5.250878 -0.075 -0.087 -0.044
C -2.661902 1.239107 -4.067133 0.861 -0.168 -0.130
Nb -1.000519 1.884915 -2.626451 -0.845 -0.593 0.726
C -2.011001 0.984700 -0.786510 -0.455 0.287 -0.538
C -1.234203 1.195931 0.531623 -0.054 -0.243 -0.232
C -0.572864 -0.088485 1.061037 0.059 0.059 -0.027
C 0.763358 -0.331701 0.359699 0.031 -0.065 -0.052
C -0.425542 0.005559 2.584091 0.049 -0.100 0.005
C 0.465918 -1.069104 3.228329 0.037 -0.098 0.079
C 1.899340 -0.646736 3.409537 0.517 -0.329 -0.152
C 3.015276 -1.369364 3.222734 -0.354 0.323 0.050
C 3.032871 -2.792569 2.722355 -0.163 0.097 -0.036
C 4.376862 -0.770108 3.529849 -0.131 -0.037 0.068
H -3.335854 0.708008 -7.009992 -0.053 -0.002 0.102
H -3.181048 -0.926900 -6.331819 -0.019 0.075 0.029
H -4.283521 0.248567 -5.568123 0.026 -0.053 -0.086
H -3.262781 2.122007 -4.344905 0.076 0.077 0.224
H -3.304933 0.565675 -3.469497 -0.008 0.041 0.018
H -0.126042 0.293872 -3.033802 0.435 0.167 0.168
H -0.489078 2.587289 -4.249444 -0.291 0.118 0.100
H -1.692270 3.562154 -2.221340 0.352 0.380 0.191
H 0.670711 2.445303 -2.066219 -0.029 -0.157 -0.793
H -2.181502 -0.082522 -0.981415 -0.045 0.051 0.052
H -2.999285 1.459417 -0.716814 0.004 -0.168 0.047
H -1.917160 1.580597 1.299737 0.105 0.061 -0.037
H -0.431599 1.940668 0.407478 -0.096 0.038 0.186
H -1.236144 -0.936108 0.828372 0.047 0.131 0.085
H 1.526228 0.352564 0.746653 -0.047 -0.018 -0.096
H 1.128183 -1.356525 0.505274 -0.016 0.154 0.015
H 0.665968 -0.163637 -0.717095 0.022 -0.034 0.069
H -1.423471 -0.059656 3.029701 0.016 0.113 -0.051
H -0.034233 1.002409 2.827927 -0.009 -0.076 0.050
H 0.403593 -1.992947 2.641826 -0.019 0.088 0.109
H 0.059337 -1.313235 4.221356 0.069 0.031 -0.111
H 2.028182 0.382723 3.751014 -0.007 -0.101 -0.020
H 3.256815 -3.497382 3.531863 0.027 0.049 -0.061
H 2.080420 -3.085877 2.273808 0.117 0.020 0.116
H 3.806168 -2.911254 1.957271 -0.024 -0.011 0.075
H 4.636038 -0.902569 4.589203 -0.014 -0.003 -0.160
H 4.398272 0.300339 3.307903 -0.021 -0.100 0.084
H 5.165787 -1.251551 2.945341 -0.078 0.050 -0.003

***

72
Properties=species:S:1:pos:R:3:forces:R:3 method="wB97M-V/def2-TZVPD" e_above_lowest_kcal_mol=4.3 energy_ha=-5460.35177 total_charge=-2 lumo_energy_ev=3.88 homo_lumo_gap_ev=6.25 largest_force_ha_per_bohr=0.008
Ba -2.142775 -0.044315 -0.331276 -0.038 -0.214 0.182
C 0.288504 -1.569327 2.511641 -0.065 0.052 0.030
C -0.936148 -2.071226 3.220312 -0.156 -0.056 -0.129
C -0.818966 -2.701702 4.481866 0.057 -0.025 0.050
C -1.941556 -3.137712 5.113764 -0.010 -0.008 -0.014
C -3.204766 -2.973118 4.505954 0.063 0.116 -0.189
C -4.390962 -3.405387 5.138257 -0.040 -0.024 0.013
C -5.585792 -3.224018 4.497195 0.040 0.004 0.006
C -5.637429 -2.634277 3.225820 0.115 0.004 0.006
C -4.504738 -2.197470 2.545818 0.034 -0.037 0.050
S -4.673553 -1.536498 0.956213 0.112 0.223 -0.268
C -3.238987 -2.353803 3.223714 -0.011 -0.002 0.170
N -2.097507 -1.905902 2.626030 0.125 0.004 -0.085
H 1.202934 -1.892189 3.012092 -0.016 -0.002 -0.027
H 0.273761 -0.476741 2.477941 0.023 0.036 -0.005
H 0.306647 -1.930132 1.482588 0.020 -0.044 -0.038
H 0.161118 -2.831639 4.924868 -0.011 0.031 -0.006
H -1.886818 -3.624107 6.082790 0.010 0.020 0.002
H -4.333154 -3.867269 6.118060 0.005 0.008 -0.014
H -6.505886 -3.543347 4.974648 -0.025 0.008 -0.031
H -6.591225 -2.509651 2.730064 -0.010 -0.006 -0.001
S -0.594872 2.088429 1.955408 -0.173 -0.154 -0.324
C 0.903229 2.971659 2.101810 0.135 -0.072 -0.067
C 0.957047 4.082754 2.966236 0.126 -0.005 0.010
C 2.126940 4.792592 3.170334 -0.085 -0.008 -0.007
C 3.294154 4.431430 2.506924 -0.012 -0.023 -0.011
C 3.260744 3.358523 1.628782 -0.050 -0.057 -0.036
C 2.092725 2.629281 1.412344 -0.178 0.086 0.185
As 1.981989 1.124701 0.171371 0.095 0.008 0.046
C 3.919751 0.951545 -0.216525 0.029 0.040 0.045
C 4.625453 0.014161 0.537450 -0.061 0.041 -0.031
C 5.995367 -0.154321 0.380799 0.013 0.025 -0.033
C 6.684730 0.612264 -0.549684 -0.057 0.006 -0.001
C 5.994177 1.544068 -1.315034 -0.011 -0.028 0.022
C 4.624480 1.712305 -1.148666 -0.017 -0.032 0.031
C 1.493109 2.108107 -1.443773 0.042 -0.059 -0.181
C 1.638038 1.452535 -2.667473 0.047 0.118 0.105
C 1.335808 2.099186 -3.854733 -0.001 0.074 -0.020
C 0.858318 3.404266 -3.829252 0.024 -0.095 0.021
C 0.681571 4.050779 -2.615362 -0.009 -0.059 0.004
C 1.000306 3.406671 -1.424802 -0.001 0.042 0.049
H 0.046838 4.364086 3.480791 0.005 -0.011 0.008
H 2.131399 5.637663 3.851891 -0.026 -0.026 -0.012
H 4.216000 4.977683 2.665354 0.003 0.011 -0.009
H 4.167853 3.091628 1.102779 0.026 -0.046 -0.035
H 4.086263 -0.589471 1.259970 0.025 -0.025 0.017
H 6.525810 -0.885509 0.980300 -0.027 0.005 -0.005
H 7.752501 0.481493 -0.680981 -0.008 0.005 0.003
H 6.525403 2.147465 -2.042703 -0.018 -0.013 0.007
H 4.098917 2.446282 -1.747312 -0.018 0.007 -0.008
H 1.987596 0.425543 -2.686662 -0.005 -0.016 -0.040
H 1.432949 1.575459 -4.797473 -0.023 -0.007 0.032
H 0.589775 3.898487 -4.754464 0.002 0.002 0.001
H 0.280549 5.056743 -2.591513 -0.001 0.000 0.017
H 0.860169 3.913618 -0.477052 -0.003 0.008 -0.028
S -1.481040 0.294979 -3.383979 0.035 -0.191 0.049
C -3.139165 0.695556 -3.697379 -0.032 -0.059 -0.142
S -4.138168 1.294311 -2.443164 -0.010 -0.005 0.218
C -3.643201 0.510353 -4.998328 -0.017 -0.056 0.026
C -4.972144 0.874664 -5.370120 0.126 -0.023 0.017
N -6.029052 1.164719 -5.737096 0.053 -0.029 0.018
C -2.868739 -0.115570 -6.018806 -0.075 0.052 0.061
N -2.287963 -0.649565 -6.865842 -0.038 0.029 0.056
C -1.150042 -5.113238 -2.596171 -0.088 0.023 -0.047
C -1.360251 -3.610534 -2.561786 0.166 -0.167 0.325
N -1.939499 -3.069836 -3.642339 0.084 0.324 0.007
O -1.004266 -2.969479 -1.574265 -0.215 0.164 -0.132
H -1.604900 -5.578240 -3.472398 0.045 -0.017 0.053
H -1.575140 -5.545683 -1.691302 0.010 0.025 -0.014
H -0.077798 -5.312589 -2.593932 -0.025 0.015 -0.004
H -2.115994 -3.609327 -4.468661 0.002 -0.057 0.007
H -1.930423 -2.052799 -3.731868 -0.029 0.143 0.040

***

116
Properties=species:S:1:pos:R:3:forces:R:3 method="wB97M-V/def2-TZVPD" e_above_lowest_kcal_mol=12.5 energy_ha=-4858.73344 total_charge=+1 lumo_energy_ev=-3.00 homo_lumo_gap_ev=7.92 largest_force_ha_per_bohr=0.038
C -3.792924 -3.636744 1.498175 0.046 0.201 0.124
C -3.698330 -2.402687 2.406751 -0.249 -0.364 -0.129
S -2.358703 -1.274419 2.001375 0.098 0.221 0.294
C -3.046559 -0.495107 0.504042 0.271 -0.190 0.758
C -2.074202 0.131782 -0.476569 -1.019 0.421 -0.912
C -1.385080 1.504644 -0.167392 1.095 -0.677 0.462
C -1.152182 1.740073 1.336553 -0.597 0.103 0.404
C -2.352058 2.135898 2.224682 0.048 0.392 0.355
C -2.072041 3.361396 3.106534 0.145 -0.660 0.173
S -0.716686 3.044321 4.241081 0.573 0.302 -0.550
O -0.561133 1.650401 4.470706 -0.204 -0.180 0.349
O 0.411585 3.795629 3.764055 0.017 0.041 -0.054
O -1.202866 3.724591 5.595090 -0.331 -0.233 -0.016
C -2.114881 2.708742 -0.842898 -0.023 0.107 0.374
I -4.250305 2.477227 -1.018762 -0.368 -0.857 -0.651
C -1.768178 4.152406 -0.331004 -0.552 0.243 -1.139
C -1.355572 5.036859 -1.537544 -0.069 0.168 0.535
I -3.458951 5.188004 0.525455 0.526 0.976 0.773
C 0.016891 1.248334 -0.885535 0.439 0.857 -0.482
N 0.548240 2.425861 -1.565064 -0.835 -0.322 -0.389
C 1.091300 0.729184 0.101512 -0.002 -0.083 0.509
C 1.833037 1.744128 0.928268 -0.055 0.114 0.642
N 1.939716 1.535373 2.174006 -0.048 -0.038 -0.199
C -0.312862 0.199824 -2.035819 1.653 -0.072 0.178
Cl 1.291769 -0.481604 -2.562174 -0.310 -0.039 0.108
C -0.837837 0.682983 -3.407543 -0.732 -0.191 -0.035
C -2.273847 1.072474 -3.737898 -0.328 0.159 -0.989
C -2.323728 1.338456 -5.257084 0.241 0.475 0.357
C -3.704747 1.806656 -5.730728 -0.160 0.074 -0.117
O -4.687262 1.612007 -4.713260 0.058 -0.053 0.076
N -1.140531 -0.840455 -1.280421 -0.578 -0.828 0.077
C -0.442084 -1.877076 -0.419256 0.199 0.096 0.202
C 0.209305 -3.082718 -1.068411 -0.220 1.105 0.271
O -0.355933 -4.085105 -1.286885 -1.013 -1.604 -0.509
F 1.495539 -3.012630 -1.227391 1.275 0.203 0.003
P -2.434362 -1.796903 -2.279195 -0.687 0.757 -0.346
P -1.549356 -2.757721 -4.037315 -0.035 -0.226 -1.035
O -2.082684 -2.097944 -5.226486 -0.135 0.241 0.248
O -2.058885 -4.260013 -3.905657 0.383 -0.018 0.079
O 0.038534 -2.810893 -3.973580 -0.055 -0.411 0.257
H -3.321952 -3.463054 0.531788 -0.005 0.005 -0.094
H -4.828943 -3.907774 1.313800 -0.072 -0.111 0.042
H -3.284943 -4.475856 1.963458 0.042 -0.139 -0.078
H -4.646227 -1.870449 2.446735 0.011 0.207 -0.046
H -3.486357 -2.719853 3.424304 0.035 0.084 0.128
H -3.695381 0.324733 0.806569 -0.008 0.069 0.025
H -3.720607 -1.204335 0.022237 0.156 -0.132 -0.232
H -2.759119 0.403170 -1.285357 0.074 -0.034 -0.092
H -0.394564 2.503507 1.478803 0.135 0.115 -0.221
H -0.717562 0.863553 1.803459 0.102 -0.119 -0.063
H -2.572529 1.333582 2.925186 -0.075 -0.245 -0.159
H -3.276853 2.362317 1.698054 0.055 -0.028 -0.234
H -2.961041 3.559008 3.701466 -0.065 0.238 -0.046
H -1.744792 4.229138 2.547208 -0.176 0.195 0.046
H -1.825664 4.434257 5.381593 0.154 0.165 0.220
H -1.820537 2.719286 -1.880907 0.042 -0.114 -0.056
H -0.949393 4.183876 0.378795 -0.213 -0.196 0.422
H -1.628732 6.071886 -1.362816 0.065 0.098 0.025
H -0.274554 5.027752 -1.652457 0.057 -0.120 -0.357
H -1.860002 4.729081 -2.448915 0.066 -0.105 -0.132
H 0.376025 3.294939 -1.096945 0.336 0.069 0.218
H 1.507775 2.313500 -1.852589 0.156 0.113 0.180
H 0.704776 0.040819 0.837641 -0.056 0.039 0.092
H 1.884425 0.180177 -0.396755 -0.078 -0.001 -0.348
H 2.328431 2.598455 0.473462 -0.063 0.008 -0.346
H 2.489275 2.269312 2.615840 0.103 0.000 -0.004
H -0.192333 1.501938 -3.709313 0.149 0.148 0.316
H -0.580895 -0.100966 -4.118892 -0.060 -0.219 0.067
H -3.025155 0.309644 -3.566455 0.070 -0.122 0.360
H -2.650883 1.982780 -3.291044 0.132 -0.029 0.288
H -1.960474 0.477021 -5.809554 -0.150 -0.210 -0.019
H -1.624137 2.156770 -5.446150 0.136 -0.061 -0.176
H -4.002667 1.276028 -6.635177 0.023 -0.107 -0.048
H -3.658418 2.865916 -5.986946 0.019 0.085 0.010
H -5.385636 2.259925 -4.835262 -0.041 -0.070 -0.054
H -1.226321 -2.324794 0.180042 -0.088 0.110 0.002
H 0.262970 -1.475188 0.294765 0.039 0.192 -0.230
H -2.607565 -2.931534 -1.469533 0.634 -0.043 0.147
H -1.338048 -4.849669 -3.636915 -0.278 -0.131 0.267
H 0.393850 -3.258428 -4.758841 0.165 0.218 -0.018
C 2.341515 -8.710705 -1.320007 -0.018 -0.005 -0.035
C 1.033431 -8.074758 -1.774672 0.143 -0.073 -0.006
C 0.330490 -7.293307 -0.657625 0.070 -0.141 -0.181
C -0.009167 -8.161475 0.467778 -0.072 0.067 0.092
N -0.280557 -8.847355 1.346569 0.000 -0.037 0.029
H 2.172115 -9.441238 -0.528722 -0.014 0.025 0.032
H 2.823593 -9.229132 -2.148031 0.015 0.009 -0.003
H 3.035877 -7.956628 -0.944832 0.007 0.000 0.012
H 0.363050 -8.849581 -2.150237 -0.048 0.031 -0.004
H 1.230496 -7.391110 -2.603579 -0.057 0.045 0.015
H -0.589151 -6.840468 -1.027796 -0.012 0.055 0.051
H 0.973310 -6.490865 -0.292943 -0.012 0.029 0.014
C 5.210443 -3.089784 2.170828 0.005 0.042 -0.001
C 5.045127 -1.641777 2.617880 0.064 -0.147 -0.099
C 3.713806 -1.384777 3.336011 0.264 0.054 -0.032
C 2.577244 -1.666138 2.470422 -0.152 0.063 0.169
N 1.673223 -1.878026 1.798125 0.031 -0.228 -0.087
H 4.444325 -3.373206 1.447057 -0.032 -0.003 0.019
H 6.179805 -3.234682 1.695692 0.011 -0.011 0.011
H 5.146415 -3.773669 3.018648 -0.004 -0.014 0.001
H 5.121390 -0.979906 1.753160 -0.015 0.062 0.035
H 5.856192 -1.374189 3.295494 -0.044 0.060 0.041
H 3.637420 -0.343299 3.650342 -0.087 0.008 0.002
H 3.628615 -2.011393 4.225303 -0.032 -0.016 0.006
C 5.812215 6.174924 3.390533 -0.022 0.018 -0.023
C 4.387575 6.468802 2.935992 0.178 0.020 0.043
C 3.518222 5.207465 2.846954 0.070 0.211 -0.037
C 4.064606 4.251223 1.883866 0.044 -0.082 0.016
N 4.504711 3.500038 1.133297 -0.048 0.080 0.003
H 6.331172 5.528260 2.681776 -0.018 -0.031 0.005
H 6.384704 7.097754 3.471745 0.006 0.005 0.020
H 5.820648 5.687047 4.366639 0.006 -0.005 0.007
H 4.409007 6.963080 1.963183 -0.057 -0.005 -0.013
H 3.915709 7.160166 3.635029 -0.080 -0.031 -0.012
H 2.502475 5.457635 2.538479 -0.041 -0.062 0.050
H 3.453555 4.715376 3.818846 -0.038 -0.024 0.002